1.
C25H66BrN16O32P as an isolated structure at a distorted geometry, computed with ωB97M-V with the def2-TZVPD basis set.

Results
HOMO energy: -8.18 eV
largest force on an atom: 3.60 eV/A
HOMO-LUMO gap: 7.88 eV

ORCA input file:
```
! wB97M-V def2-TZVPD RIJCOSX def2/J DEFGRID3
* xyz 0 1
C 0.54 -1.43 -1.50
C 0.52 0.07 -1.21
O 0.71 0.38 0.19
C -0.36 0.09 0.97
O -0.68 -1.01 1.20
C -1.08 1.28 1.56
C -2.17 1.80 0.61
C -3.29 0.73 0.42
P -3.77 0.64 -1.37
C -5.56 1.02 -1.40
N -6.38 0.48 -0.29
C -3.65 -1.14 -1.94
Br -4.20 -1.08 -3.83
C -4.48 -2.21 -1.26
C -4.12 -2.47 0.21
H 1.11 -1.94 -0.72
H -0.47 -1.82 -1.49
H 1.00 -1.58 -2.47
H -0.38 0.55 -1.61
H 1.37 0.53 -1.72
H -0.34 2.06 1.74
H -1.52 0.94 2.50
H -2.63 2.71 1.01
H -1.74 2.02 -0.37
H -2.88 -0.22 0.75
H -4.15 1.01 1.03
H -5.98 0.64 -2.34
H -5.62 2.11 -1.46
H -5.81 0.19 0.49
H -7.02 1.19 0.04
H -2.60 -1.40 -1.98
H -5.55 -2.02 -1.35
H -4.30 -3.15 -1.80
H -4.77 -1.92 0.88
H -3.06 -2.30 0.42
H -4.29 -3.54 0.40
C 4.53 -3.88 -2.97
N 3.22 -3.23 -3.18
O 2.23 -3.92 -3.31
O 3.21 -2.01 -3.18
H 4.40 -4.96 -2.97
H 5.20 -3.56 -3.77
H 4.90 -3.53 -2.01
C -1.70 -5.28 -3.16
N -3.03 -5.36 -2.49
O -3.99 -5.67 -3.16
O -3.07 -5.09 -1.30
H -1.82 -5.53 -4.20
H -1.34 -4.26 -3.04
H -1.04 -5.98 -2.65
C -6.62 -3.92 -4.03
N -8.08 -3.63 -4.03
O -8.42 -2.47 -3.88
O -8.84 -4.57 -4.17
H -6.08 -2.99 -3.90
H -6.42 -4.62 -3.22
H -6.39 -4.38 -4.99
C -3.18 6.01 2.70
N -2.05 5.04 2.64
O -2.14 4.00 3.26
O -1.12 5.36 1.94
H -3.95 5.59 3.34
H -2.79 6.94 3.12
H -3.54 6.16 1.69
C 5.30 0.55 -3.90
N 6.48 -0.29 -3.57
O 6.29 -1.32 -2.95
O 7.56 0.10 -3.95
H 4.42 0.06 -3.50
H 5.46 1.52 -3.44
H 5.25 0.63 -4.98
C 1.70 2.86 3.55
N 2.77 3.70 4.16
O 2.93 4.82 3.74
O 3.42 3.19 5.06
H 1.20 3.41 2.77
H 2.19 1.97 3.15
H 1.02 2.59 4.35
C -2.29 -2.15 3.92
N -3.68 -2.23 4.44
O -4.57 -2.46 3.64
O -3.84 -2.04 5.63
H -2.30 -2.33 2.86
H -1.91 -1.16 4.15
H -1.71 -2.91 4.45
C 5.22 -1.24 0.95
N 5.43 -2.70 0.79
O 6.25 -3.08 -0.02
O 4.74 -3.44 1.47
H 5.90 -0.73 0.27
H 4.18 -1.03 0.70
H 5.42 -0.98 1.98
C 5.65 -3.94 4.82
N 6.38 -2.77 5.39
O 6.33 -1.72 4.78
O 6.96 -2.95 6.44
H 5.18 -3.63 3.89
H 6.38 -4.72 4.65
H 4.91 -4.25 5.56
C -1.51 -4.98 -8.11
N -1.74 -5.36 -6.69
O -1.19 -6.36 -6.27
O -2.47 -4.64 -6.04
H -0.85 -5.71 -8.56
H -2.48 -4.97 -8.60
H -1.07 -3.99 -8.11
C 1.31 8.09 0.71
N -0.10 8.42 0.38
O -0.80 8.89 1.25
O -0.48 8.17 -0.75
H 1.50 8.35 1.74
H 1.42 7.02 0.54
H 1.94 8.66 0.04
C -6.81 5.42 -1.31
N -5.73 5.10 -0.33
O -5.42 5.94 0.48
O -5.23 4.00 -0.42
H -7.16 6.43 -1.11
H -6.38 5.34 -2.30
H -7.61 4.69 -1.17
C 3.43 -7.26 -0.12
N 3.11 -7.50 -1.56
O 3.53 -6.70 -2.37
O 2.45 -8.48 -1.82
H 4.02 -6.36 -0.05
H 2.49 -7.17 0.40
H 3.99 -8.13 0.23
C 5.45 1.81 5.25
N 5.20 1.58 3.80
O 5.61 2.39 3.01
O 4.59 0.57 3.51
H 6.00 2.74 5.35
H 4.49 1.86 5.74
H 6.03 0.96 5.61
C 5.10 9.59 3.43
N 3.70 9.99 3.12
O 3.04 10.49 4.00
O 3.31 9.78 1.98
H 5.30 9.84 4.46
H 5.18 8.52 3.24
H 5.75 10.15 2.75
*
```



2.
C25H68AsF6O9 as an isolated structure at a distorted geometry, computed with ωB97M-V with the def2-TZVPD basis set.

Results
HOMO energy: -7.44 eV
largest force on an atom: 3.11 eV/A
HOMO-LUMO gap: 9.70 eV

ORCA input file:
```
! wB97M-V def2-TZVPD RIJCOSX def2/J DEFGRID3
* xyz -1 1
As 19.89 -1.35 1.98
F 19.74 -0.32 3.39
F 18.20 -1.80 2.12
F 20.06 -2.34 0.52
F 21.68 -1.05 1.90
F 20.31 -2.78 3.01
F 19.61 0.11 0.99
C 15.46 0.11 2.64
C 14.72 0.26 1.32
O 13.41 0.55 1.64
H 15.51 1.06 3.18
H 16.50 -0.15 2.42
H 15.02 -0.68 3.24
H 14.81 -0.66 0.74
H 15.20 1.03 0.71
H 13.03 0.98 0.87
C 21.41 0.60 -3.29
C 20.80 0.01 -2.02
O 21.41 -1.24 -1.75
H 20.84 1.48 -3.58
H 21.24 -0.05 -4.15
H 22.48 0.77 -3.28
H 19.72 -0.15 -1.99
H 21.00 0.64 -1.15
H 21.16 -1.48 -0.85
C 19.02 -4.72 -2.39
C 17.87 -4.93 -1.38
C 17.27 -3.63 -0.79
O 16.83 -5.65 -2.03
H 19.82 -4.18 -1.88
H 18.73 -4.14 -3.26
H 19.43 -5.69 -2.67
H 18.18 -5.46 -0.48
H 16.33 -3.71 -0.24
H 17.06 -2.93 -1.60
H 17.97 -3.14 -0.11
H 16.10 -5.75 -1.43
C 22.72 0.61 4.60
C 21.93 1.92 4.40
C 21.89 2.38 2.94
O 20.57 1.81 4.83
H 23.70 0.74 4.14
H 22.22 -0.12 3.96
H 22.72 0.32 5.65
H 22.43 2.68 5.00
H 21.24 1.69 2.40
H 22.85 2.28 2.43
H 21.54 3.41 2.92
H 20.18 1.17 4.22
C 23.89 0.07 -0.57
C 24.84 0.55 0.51
C 25.61 -0.67 1.06
O 25.71 1.42 -0.07
H 24.39 -0.63 -1.24
H 23.45 0.92 -1.08
H 23.04 -0.41 -0.08
H 24.25 1.07 1.26
H 26.37 -1.02 0.37
H 24.93 -1.45 1.41
H 26.20 -0.31 1.91
H 26.11 0.93 -0.79
C 21.22 -2.57 6.24
C 20.57 -3.90 5.93
C 19.07 -3.86 5.66
O 21.18 -4.39 4.78
H 20.97 -1.91 5.40
H 22.30 -2.62 6.31
H 20.85 -2.06 7.13
H 20.81 -4.63 6.71
H 18.66 -4.82 5.34
H 18.70 -3.02 5.07
H 18.55 -3.60 6.58
H 20.90 -3.75 4.10
C 15.83 -3.95 4.24
C 15.85 -5.00 3.13
C 17.27 -5.17 2.53
O 15.48 -6.26 3.65
H 16.39 -4.21 5.14
H 14.85 -3.65 4.59
H 16.34 -3.05 3.89
H 15.11 -4.70 2.40
H 17.19 -5.64 1.55
H 17.88 -5.83 3.14
H 17.72 -4.20 2.31
H 15.47 -6.94 2.98
C 20.76 -5.53 1.10
C 22.23 -5.63 1.46
C 22.84 -4.24 1.66
O 22.42 -6.39 2.64
H 20.23 -5.03 1.91
H 20.29 -6.51 1.05
H 20.58 -4.92 0.22
H 22.68 -6.11 0.59
H 22.60 -3.51 0.88
H 23.93 -4.30 1.66
H 22.59 -3.86 2.65
H 21.83 -6.03 3.32
C 17.73 2.75 -1.06
C 18.34 3.32 0.17
C 17.73 2.79 1.47
O 19.65 2.91 0.19
H 17.84 1.67 -1.17
H 18.02 3.27 -1.97
H 16.65 2.87 -0.99
H 18.31 4.41 0.14
H 16.67 3.00 1.57
H 18.25 3.23 2.32
H 17.88 1.71 1.47
H 19.65 2.00 0.52
*
```



- Which formula does entry 2 have?
  C25H68AsF6O9



- Among the records above, which one has the highest largest force on an atom?
  C25H66BrN16O32P



- HOMO energy of number 1 (C25H66BrN16O32P)?
  -8.18 eV



- Among the records above, which one has the highest HOMO energy?
  C25H68AsF6O9